No. 1
Entry from the OMol25 dataset: a gas-phase ion, C19H21N4O3S (charge +1) at a distorted geometry (ωB97M-V/def2-TZVPD).

Structure (XYZ):
```
48
Properties=species:S:1:pos:R:3:forces:R:3
N -1.45471 -0.17119 -1.98431 -0.15 -0.16 0.17
C -1.73626 -0.96418 -0.97020 -0.28 0.16 -0.59
N -2.75989 -0.81880 -0.12312 0.08 0.12 0.13
N -3.61890 0.25321 -0.04608 -0.60 -0.31 -0.45
C -3.38286 1.53177 0.47041 0.22 0.02 0.23
O -4.33640 2.19520 0.77775 0.00 0.06 -0.03
C -1.98951 2.04529 0.39433 0.42 0.27 0.08
C -1.83352 3.37558 -0.00503 -0.11 -0.18 0.06
C -0.57917 3.88443 -0.29359 0.08 -0.08 -0.04
C 0.53036 3.04918 -0.27383 0.03 0.13 0.05
C 0.37742 1.75198 0.17317 0.39 -0.34 0.07
S 1.59471 0.47309 -0.14759 -0.65 0.58 -0.20
O 1.40272 -0.58524 0.80734 0.33 0.23 0.28
O 1.31569 0.12242 -1.52578 0.68 0.09 -0.20
N 3.04938 1.26319 -0.06732 -1.26 -0.23 -0.27
C 3.57258 1.31974 1.29149 0.13 0.19 0.79
C 4.56830 0.15015 1.42906 -0.01 -0.05 0.03
C 4.70253 -0.42172 0.00818 0.04 0.09 -0.04
C 4.10483 0.67167 -0.87905 0.34 -0.46 -0.56
C -0.85325 1.26306 0.56887 -0.01 0.12 0.23
C -2.79120 -1.86345 0.89693 -0.05 -0.29 0.45
C -1.61143 -2.70520 0.53423 0.16 0.40 -0.53
C -1.10382 -3.84357 1.12100 0.02 -0.01 -0.02
C 0.03864 -4.40630 0.56596 -0.13 0.08 0.08
C 0.65134 -3.85095 -0.55168 0.03 0.06 -0.14
C 0.14407 -2.71400 -1.15378 -0.20 0.03 0.04
C -0.99518 -2.14540 -0.59645 0.12 -0.55 0.53
H -2.00630 0.65602 -2.15742 0.00 -0.02 0.05
H -0.49935 -0.19027 -2.33644 -0.19 0.03 0.03
H -4.60595 0.00607 -0.01870 0.23 -0.04 -0.09
H -2.71547 3.99058 -0.10122 -0.07 0.06 0.00
H -0.47350 4.91758 -0.58419 0.02 0.08 -0.06
H 1.50144 3.39035 -0.59372 0.11 0.10 -0.05
H 4.06843 2.28465 1.41880 -0.10 -0.06 0.01
H 2.74137 1.25308 1.99275 0.14 0.12 0.16
H 4.18891 -0.60210 2.11699 0.06 0.01 0.05
H 5.52499 0.50936 1.80328 -0.02 -0.01 0.05
H 5.73342 -0.64411 -0.25577 0.00 -0.07 -0.03
H 4.10902 -1.33148 -0.08939 0.05 -0.03 -0.03
H 4.83444 1.45505 -1.09720 -0.10 -0.01 -0.01
H 3.67382 0.30436 -1.80802 0.21 0.07 -0.08
H -0.86791 0.27604 1.00056 -0.15 -0.16 -0.02
H -2.70307 -1.42182 1.89504 -0.01 0.06 -0.10
H -3.73371 -2.41919 0.85200 0.04 0.09 -0.03
H -1.56907 -4.28013 1.99045 -0.04 -0.07 0.09
H 0.46174 -5.29064 1.01679 0.04 -0.08 0.03
H 1.53862 -4.31503 -0.95255 0.08 -0.03 -0.05
H 0.62548 -2.27114 -2.00984 0.09 -0.01 -0.10
```
Positions in Å, forces in eV/Å.

Properties
* gap between HOMO and LUMO: 0.345 Eh
* total charge: +1
* F_max: 0.02545 Eh/bohr
* LUMO: -0.1254 Ha



No. 2
Entry from the OMol25 dataset: a molecular structure, C19H21N9PdS (ωB97M-V/def2-TZVPD).

Structure (XYZ):
```
51
Properties=species:S:1:pos:R:3:forces:R:3
Pd 1.03473 -0.01005 -0.55483 -0.10 0.09 0.38
C -0.61908 2.57319 -2.26613 -0.04 -0.14 0.18
N 0.27027 1.55828 -2.79871 0.18 0.08 -0.33
C -0.33530 0.51644 -3.61277 -0.04 -0.09 0.12
C -0.78364 -0.66499 -2.79733 0.01 0.04 0.00
N -0.30832 -1.02503 -1.62173 0.02 -0.06 -0.08
C -0.97053 -2.19516 -1.24107 -0.03 0.05 0.03
C -0.87589 -2.96403 -0.08361 0.01 0.04 -0.05
C -1.69022 -4.07309 -0.00394 -0.01 -0.01 0.00
C -2.57910 -4.40916 -1.03916 -0.01 -0.02 0.02
C -2.68810 -3.64525 -2.18144 0.01 0.01 -0.01
C -1.86402 -2.52747 -2.25546 0.01 -0.04 0.05
N -1.71877 -1.53453 -3.21569 -0.02 0.01 -0.04
C -1.05152 2.21758 -0.86943 0.02 -0.02 -0.03
N -0.44261 1.34418 -0.09455 -0.13 0.10 -0.18
C -1.16063 1.29058 1.10173 0.04 0.07 0.05
C -0.96624 0.51708 2.24387 0.00 0.01 -0.01
C -1.85294 0.70144 3.28514 0.00 0.00 0.01
C -2.90688 1.62546 3.19646 0.00 -0.01 0.00
C -3.11042 2.38981 2.06552 0.00 0.01 -0.01
C -2.21314 2.19869 1.02158 0.01 0.00 0.00
N -2.11155 2.76187 -0.24625 -0.03 0.01 0.01
H -0.09258 3.52890 -2.23189 0.00 0.01 0.01
H -1.51092 2.72805 -2.88510 0.00 -0.01 -0.01
H 1.03240 1.98235 -3.30540 -0.04 0.03 -0.01
H -1.19091 0.87794 -4.19622 0.01 0.01 -0.01
H 0.40886 0.16297 -4.32942 0.00 -0.01 0.00
H -0.18917 -2.69549 0.70769 0.00 -0.04 0.02
H -1.65032 -4.70382 0.87326 0.01 0.01 0.00
H -3.19631 -5.29052 -0.93396 0.00 0.00 0.00
H -3.37871 -3.90595 -2.97150 0.00 0.01 -0.01
H -2.21820 -1.47729 -4.08916 0.01 0.01 0.00
H -0.16706 -0.21297 2.30245 -0.01 -0.01 0.00
H -1.74318 0.11829 4.18904 0.00 0.00 0.00
H -3.57918 1.73580 4.03577 0.00 0.00 0.00
H -3.92651 3.09618 1.99949 0.00 0.00 0.00
H -2.73094 3.45261 -0.64022 0.01 0.01 0.00
C 4.44040 1.55474 3.00590 0.00 0.00 0.01
C 4.27871 0.30653 2.22738 -0.04 0.01 -0.02
N 4.96227 -0.77983 2.35172 0.02 -0.02 0.00
N 4.45214 -1.64700 1.42251 -0.01 0.05 0.01
C 3.45798 -1.12751 0.71579 0.02 0.01 0.00
S 2.54117 -1.75688 -0.56870 0.10 -0.12 -0.14
N 3.31707 0.11660 1.23580 0.03 -0.07 -0.05
N 2.42877 1.02758 0.63978 -0.01 -0.01 0.02
H 5.27695 1.42914 3.68820 0.00 0.00 0.00
H 3.54534 1.77171 3.59140 0.00 0.00 0.00
H 4.65126 2.40360 2.35346 0.00 0.00 0.00
H 4.84944 -2.57049 1.33092 -0.01 0.00 0.00
H 1.90163 1.53158 1.35260 0.09 -0.06 0.10
H 2.97351 1.69736 0.09624 -0.11 0.06 -0.02
```
Positions in Å, forces in eV/Å.

Properties
* gap between HOMO and LUMO: 0.297 Eh
* ΔE to the lowest compared entry with this formula, charge and spin: 0.0 kJ/mol
* total charge: +2
* F_max: 0.00784 Eh/bohr
* LUMO: -0.2237 Ha



No. 3
Entry from the OMol25 dataset: a single C19H21NO5 molecule (ωB97M-V/def2-TZVPD).

Structure (XYZ):
```
46
Properties=species:S:1:pos:R:3:forces:R:3
C -3.95052 -5.14523 2.06029 0.34 0.09 -0.23
C -2.95530 -5.22822 0.90656 -0.41 -0.20 0.05
O -1.75497 -4.53078 1.17312 0.25 0.16 0.06
C -1.73211 -3.17318 1.12055 0.08 0.24 0.01
C -0.53849 -2.57552 1.53459 -0.11 -0.14 0.00
C -0.39485 -1.20768 1.51098 -0.12 -0.10 0.00
C -1.42881 -0.38246 1.07003 -0.07 0.04 -0.04
C -1.19549 1.11026 1.07533 -0.14 0.21 0.12
C -2.31238 1.93315 0.39654 0.26 0.06 0.28
C -1.90360 3.38746 0.43936 -0.10 -0.05 -0.46
O -1.29362 3.95341 -0.42869 0.05 0.07 -0.13
O -2.28261 3.97162 1.57289 -0.33 0.14 0.66
N 0.07678 1.39387 0.44265 -0.14 -0.28 -0.16
C 0.85707 2.41329 0.83496 0.47 -0.23 -0.32
O 0.64051 3.09886 1.81285 0.10 0.28 0.20
C 2.07000 2.65721 -0.05879 0.04 0.44 0.24
O 2.27559 1.55743 -0.91402 0.06 -0.10 -0.12
C 3.32127 1.59603 -1.79423 0.10 -0.14 -0.19
C 3.48329 0.45853 -2.58520 -0.12 0.08 0.15
C 4.50774 0.39220 -3.50630 -0.05 -0.01 0.04
C 5.38516 1.45530 -3.65374 0.14 0.09 -0.07
C 5.22455 2.58241 -2.87046 0.08 -0.08 -0.11
C 4.19953 2.66198 -1.94126 -0.27 0.08 0.28
C -2.60720 -0.97862 0.65425 0.22 0.19 0.09
C -2.76571 -2.35573 0.67970 -0.09 -0.43 -0.02
H -4.83074 -5.73858 1.82887 -0.12 -0.05 -0.01
H -3.49316 -5.52999 2.96826 0.01 -0.05 0.09
H -4.25370 -4.11653 2.23925 -0.08 0.05 0.04
H -2.63803 -6.26507 0.76469 -0.08 0.15 -0.06
H -3.40937 -4.87726 -0.02840 0.10 -0.05 0.05
H 0.26164 -3.21410 1.87339 0.10 -0.08 0.05
H 0.53170 -0.76175 1.84022 0.12 0.02 0.02
H -1.10040 1.46517 2.11139 -0.04 -0.07 -0.20
H -3.24373 1.80932 0.94586 -0.06 -0.05 -0.06
H -2.42438 1.62321 -0.64267 -0.03 0.06 0.03
H -1.89855 4.85909 1.64779 0.09 -0.16 -0.25
H 0.30419 0.92287 -0.42005 0.05 0.02 0.05
H 1.86180 3.57308 -0.63031 0.04 -0.11 0.07
H 2.94076 2.83659 0.58472 -0.15 -0.04 -0.06
H 2.79322 -0.36094 -2.45654 -0.08 -0.09 0.02
H 4.62310 -0.49395 -4.11242 0.00 -0.08 -0.04
H 6.18703 1.40317 -4.37416 0.07 0.00 -0.06
H 5.90228 3.41652 -2.97728 0.05 0.06 0.00
H 4.09714 3.55405 -1.34399 -0.04 0.07 0.07
H -3.43315 -0.38002 0.30429 -0.09 0.09 -0.05
H -3.70346 -2.77046 0.34510 -0.07 -0.09 -0.01
```
Positions in Å, forces in eV/Å.

Properties
* gap between HOMO and LUMO: 0.340 Eh
* ΔE to the lowest compared entry with this formula, charge and spin: 101.0 kJ/mol
* F_max: 0.01459 Eh/bohr
* LUMO: 0.0257 Ha